Model 1:
DFT (the ωB97M-V functional and the def2-TZVPD basis) results for one molecule with the formula C4H7NOS.

Total charge: 0
SMILES: S/N=C/OC1CC1
Multiplicity: 1

Geometry as XYZ:
```
14
Properties=species:S:1:pos:R:3:mulliken_charge:R:1
S -2.753 -0.635 -1.689 -0.185
O 1.031 -0.533 -1.045 -0.397
N -1.262 -0.344 -0.863 -0.357
C 0.644 1.200 0.866 -0.602
C 1.350 0.037 0.211 -0.056
C -0.210 -0.658 -1.513 0.104
C 0.589 -0.182 1.489 -0.526
H -3.530 -0.169 -0.700 0.136
H 1.293 1.945 1.295 0.253
H 1.182 -0.361 2.353 0.271
H -0.161 -1.081 -2.508 0.407
H 2.427 -0.015 0.243 0.386
H -0.244 1.522 0.455 0.307
H -0.356 -0.726 1.406 0.258
```

=====

Model 2:
DFT (the ωB97M-V functional and the def2-TZVPD basis) results for one molecule with the formula C4H7NOS.

Total charge: 0
Multiplicity: 1

Geometry as XYZ:
```
14
Properties=species:S:1:pos:R:3:mulliken_charge:R:1
S -0.664 -2.083 -1.290 0.367
O 0.454 -2.872 -1.784 -0.484
N -0.539 -0.514 -1.818 -0.221
C 0.092 -1.030 1.531 -0.980
C -0.818 0.568 -0.916 -0.946
C 0.394 0.781 -0.202 -0.191
C 0.774 -0.033 0.863 0.165
H 1.114 1.440 -0.552 0.407
H -1.123 1.365 -1.487 0.392
H 1.728 0.296 1.302 0.267
H 0.487 -1.546 2.391 0.249
H -1.689 0.260 -0.356 0.357
H -0.920 -1.393 1.631 0.315
H 0.092 -0.224 -2.502 0.302
```

=====

Which structure is most stable, and how do the rest compare? From most to least stable: model 1, model 2.